53
Properties=species:S:1:pos:R:3:forces:R:3:nbo_charge:R:1 method="wB97M-V/def2-TZVPD" lumo_ev=-5.89 relative_energy_kcal_mol=70.1 homo_lumo_gap_ev=6.9 max_force_ha_per_bohr=0.0605 total_charge=+1 homo_ev=-12.83
S -7.363301 -2.653659 0.958519 -1.48 -0.15 0.99 1.04
F -8.457156 -3.859148 0.695722 2.40 1.54 0.02 -0.38
O -2.439077 -4.607940 0.018771 -0.08 0.40 0.35 -0.72
N 3.426353 -1.955154 -1.685692 -1.13 1.27 -2.61 -0.38
N 0.066448 -0.835989 -5.534352 -1.24 0.02 1.35 -0.34
N 4.448106 4.696772 4.556209 1.49 0.22 -0.92 -0.38
N -1.161601 -0.506072 1.298423 1.39 0.21 -0.97 -0.43
N 3.898618 3.125063 0.512595 -0.99 0.02 1.49 -0.38
N 1.032764 1.658272 -2.261465 0.27 1.94 0.05 -0.43
C 6.679934 5.000677 3.155653 -0.63 -0.07 0.39 -0.72
C 3.260551 3.127539 1.484954 0.45 -0.02 -0.55 0.32
C -2.272820 -3.280961 0.534999 -0.18 0.94 -0.27 -0.06
C 3.045801 -1.486347 -2.693827 0.79 -0.77 1.59 0.31
C 1.620894 4.166221 -1.636941 -0.10 -0.61 -0.23 -0.73
C -6.048576 -3.310201 2.117997 1.18 -1.78 -1.03 -0.56
C 1.067506 -0.183270 -0.106224 -0.60 -0.45 0.85 -0.72
C 2.576815 -0.902533 -3.991236 0.55 -0.42 0.89 -0.73
C -0.185294 -0.364596 0.681634 -0.58 -0.04 0.44 0.34
C -3.590238 -2.713807 1.288992 0.65 0.00 -0.02 -0.46
C -0.581111 -0.831193 -4.570773 0.20 0.04 -0.69 0.30
C -1.411652 -0.825048 -3.333722 0.40 0.00 -0.65 -0.71
C 1.290492 2.757708 -1.989577 -0.12 -0.59 -0.20 0.36
C 5.425942 4.829875 3.943120 -0.58 -0.06 0.38 0.32
C 2.446446 3.130694 2.733280 0.30 -0.16 -0.65 -0.72
C -4.741485 -3.803664 1.317926 0.68 0.25 0.66 -0.43
H 1.675177 2.361093 2.676085 0.06 0.03 -0.10 0.25
H -6.776061 -2.400908 -0.279177 -0.14 -1.12 0.63 0.18
H 1.653814 4.776928 -2.539657 -0.06 -0.12 0.01 0.26
H 7.090411 5.996137 3.325755 -0.07 -0.07 0.03 0.26
H -1.363464 -3.158847 1.200835 -1.16 -0.37 -0.70 0.20
H 6.468256 4.877721 2.093112 -0.05 -0.02 0.09 0.26
H 3.086643 2.931755 3.591527 -0.03 0.09 -0.11 0.28
H 0.859823 -0.296270 -1.166157 0.03 0.04 0.17 0.27
H -2.086746 -2.619230 -0.369313 -0.20 -0.97 1.09 0.19
H -6.494130 -4.255590 2.570587 0.00 1.46 -0.41 0.30
H -0.783261 -1.023281 -2.465398 0.00 0.02 -0.09 0.25
H 1.473210 0.811162 0.071899 -0.07 -0.09 -0.04 0.26
H -5.815235 -2.524214 2.897724 -0.72 -0.65 -1.04 0.30
H 1.959745 -1.625014 -4.519200 0.18 0.01 0.09 0.27
H -4.324337 -4.692613 1.893490 -0.78 1.04 -0.63 0.24
H -4.994363 -4.194453 0.288348 0.19 0.51 1.12 0.24
H -3.226478 -2.441356 2.332318 -0.91 -0.34 -1.12 0.24
H 2.592784 4.204803 -1.143332 -0.10 -0.13 -0.07 0.29
H 1.971354 4.102989 2.862487 0.12 -0.04 0.00 0.26
H -3.907006 -1.736853 0.798683 0.24 -1.22 0.55 0.21
H 7.413262 4.254712 3.462361 -0.09 0.04 0.01 0.26
H -1.888792 0.147806 -3.213883 0.11 -0.04 -0.03 0.26
H 0.862990 4.567383 -0.963361 0.01 -0.09 -0.06 0.25
H 1.992523 -0.002603 -3.804876 0.08 -0.10 0.07 0.27
H 1.806998 -0.928003 0.191829 -0.10 0.00 0.01 0.28
H 3.435953 -0.646772 -4.612427 0.00 -0.05 0.11 0.26
H -2.536839 -5.264413 0.726267 0.33 0.41 -0.18 0.47
H -2.180575 -1.595317 -3.401500 0.09 0.02 -0.06 0.25